{"formula": "C2HClF2OS", "method": "ωB97M-V with the def2-TZVPD basis set", "species": ["O", "C", "F", "C", "Cl", "S", "F", "H"], "xyz": [[-1.933, 0.279, -0.888], [-1.096, -0.339, -0.317], [-1.130, -1.708, -0.185], [0.147, 0.168, 0.315], [-0.299, 1.811, 1.026], [1.387, 0.363, -1.016], [2.640, -0.217, -0.209], [0.284, -0.357, 1.273]], "forces_ev_per_a": [[0.700, -1.002, 0.471], [-1.226, -0.470, -0.914], [-0.174, 0.955, -0.211], [-0.519, 1.950, 0.820], [0.256, -0.270, -0.231], [-0.668, -0.616, 1.033], [0.556, -0.081, 0.066], [1.076, -0.466, -1.034]], "lowdin_charge": [0.150, -0.597, 0.075, -0.799, 0.560, 0.969, -0.453, 0.095], "smiles": "O=C(F)[C@H](Cl)SF", "orbital_gap_ev": 9.81, "homo_energy_ev": -10.209, "relative_energy_kj_mol": 75.4, "e_lumo_ev": -0.40}

=====

{"formula": "C7H15ClN2O", "method": "ωB97M-V with the def2-TZVPD basis set", "species": ["C", "C", "C", "C", "C", "C", "C", "H", "H", "H", "H", "H", "H", "H", "H", "H", "H", "H", "H", "H", "H", "H", "N", "N", "O", "Cl"], "xyz": [[1.214, 0.726, -1.815], [0.585, 2.084, -2.086], [1.287, 0.396, -0.225], [-0.356, 0.369, 1.627], [-0.434, -1.046, 2.302], [-2.072, -1.283, 0.566], [-1.074, -0.607, -0.454], [3.281, 0.195, -0.750], [0.673, -0.380, -2.190], [0.512, 2.079, -3.208], [-0.572, 2.351, -1.775], [1.997, -0.475, -0.084], [1.940, 1.089, 0.341], [0.453, 0.873, 1.997], [-1.272, 0.814, 1.878], [0.458, -1.628, 2.445], [-0.864, -0.707, 3.452], [-1.091, -3.028, 1.200], [-2.665, -0.438, 0.831], [-2.665, -1.958, -0.126], [-1.498, -0.105, -1.432], [-0.506, -1.492, -0.863], [-0.100, 0.245, 0.277], [-1.438, -2.069, 1.693], [2.618, 0.613, -2.315], [1.589, 3.382, -1.285]], "forces_ev_per_a": [[1.999, -4.490, 1.796], [-2.523, 0.311, -0.845], [-1.449, -0.016, -0.806], [-0.274, -3.845, 0.469], [-2.302, -0.475, 3.395], [0.324, -1.069, -2.381], [1.710, -1.321, -0.812], [-1.265, 0.795, -3.977], [0.937, 3.863, 0.334], [0.657, 1.090, 0.908], [3.072, -1.393, -0.252], [-0.717, -0.684, -0.774], [-1.268, 0.905, -0.242], [1.769, 1.485, 1.727], [-1.187, 1.160, 0.106], [0.827, 0.432, 0.065], [1.136, -1.456, -2.840], [-0.131, 3.344, 1.817], [-1.020, 0.062, 1.188], [0.305, 0.658, 1.211], [0.213, -0.665, 2.195], [-0.283, 0.641, 0.101], [0.920, 0.473, -3.349], [0.237, 1.007, -2.691], [-1.115, -0.226, 4.557], [-0.573, -0.586, -0.901]], "lowdin_charge": [-0.471, -0.536, -0.223, -0.225, -0.160, -0.237, -0.176, 0.329, 0.184, 0.087, 0.129, 0.088, 0.085, 0.094, 0.098, 0.079, 0.156, 0.157, 0.085, 0.123, 0.137, 0.104, -0.173, -0.070, -0.207, 0.541], "orbital_gap_ev": 7.12, "homo_energy_ev": -8.311, "relative_energy_kj_mol": 758.5, "e_lumo_ev": -1.19}

=====

{"formula": "C2H9NO3", "method": "ωB97M-V with the def2-TZVPD basis set", "species": ["N", "C", "C", "O", "H", "H", "H", "H", "H", "O", "H", "H", "O", "H", "H"], "xyz": [[-0.900, 0.942, -1.018], [-0.369, 0.300, 0.202], [0.150, -1.129, -0.040], [-0.285, -2.131, 0.553], [-1.610, 0.346, -1.447], [-1.295, 1.919, -0.775], [-1.049, 0.275, 1.052], [0.515, 0.903, 0.500], [1.018, -1.280, -0.738], [-0.348, -0.702, 3.163], [-0.121, -1.493, 2.602], [0.056, -0.787, 4.042], [1.647, 0.875, -2.388], [1.987, 0.781, -3.301], [0.602, 1.182, -2.406]], "forces_ev_per_a": [[-0.615, 1.368, 0.311], [0.741, 0.100, -0.058], [-0.287, -1.728, 0.767], [0.772, 2.377, -1.086], [-0.063, 0.591, 0.289], [0.654, -2.446, -0.593], [-0.156, -0.080, -0.074], [-0.356, -0.433, -0.034], [-0.687, 0.443, 0.212], [0.349, -0.729, -0.378], [-0.311, 0.987, 1.048], [-0.105, -0.286, -0.635], [-3.005, 0.922, -0.597], [-0.631, 0.226, 0.698], [3.698, -1.313, 0.129]], "lowdin_charge": [-0.043, -0.237, -0.197, -0.001, 0.080, 0.126, 0.092, 0.129, 0.125, -0.087, 0.035, 0.042, -0.176, 0.023, 0.089], "smiles": "NCC=O.O.O", "orbital_gap_ev": 10.52, "homo_energy_ev": -10.026, "relative_energy_kj_mol": 200.6, "e_lumo_ev": 0.49}

=====

{"formula": "CH3N2O2S", "method": "ωB97M-V with the def2-TZVPD basis set", "species": ["C", "N", "N", "O", "O", "S", "H", "H", "H"], "xyz": [[-1.033, -1.121, -0.736], [0.237, -0.376, -0.586], [0.310, 0.197, 0.512], [1.303, 2.459, 0.051], [1.441, 1.559, 2.381], [1.713, 1.353, 0.934], [-0.559, -2.089, -0.953], [-1.524, -0.935, -1.672], [-1.888, -1.046, 0.069]], "forces_ev_per_a": [[-0.298, -0.811, 0.570], [-0.214, 1.800, 1.839], [-1.255, -0.713, -0.718], [-0.251, 0.358, 0.088], [-0.209, -0.150, -0.916], [0.989, -0.390, 0.137], [-0.964, -0.622, 0.719], [-0.022, 0.799, -0.737], [2.223, -0.271, -0.981]], "lowdin_charge": [-0.187, -0.154, -0.188, -0.588, -0.596, 0.534, 0.051, 0.029, 0.098], "orbital_gap_ev": 7.20, "homo_energy_ev": -3.201, "relative_energy_kj_mol": 197.9, "charge": -1, "e_lumo_ev": 4.00}